# 1
Here is a cluster of 14 separate species, C10H48O19 in total from the OMol25 dataset. Energies are from wB97M-V/def2-TZVPD.

The geometry in XYZ format:
```
77
Properties=species:S:1:pos:R:3
O 19.46 -5.20 18.65
H 18.60 -4.76 18.43
H 19.43 -6.09 18.27
O 16.97 -7.81 15.44
H 16.89 -6.95 14.99
H 16.22 -7.65 16.01
O 13.41 -6.69 19.52
H 14.08 -7.03 20.20
H 13.22 -5.79 19.71
O 12.56 -3.97 19.69
H 13.01 -3.98 18.89
H 11.98 -3.27 19.78
O 15.42 -6.26 17.54
H 14.80 -6.26 18.27
H 16.26 -6.29 17.96
O 15.62 -6.56 21.07
H 15.63 -5.60 21.14
H 15.99 -6.93 21.88
O 14.55 -3.34 17.70
H 15.39 -3.75 17.69
H 14.76 -2.40 17.73
O 17.38 -7.29 19.24
H 17.65 -8.18 19.41
H 16.80 -7.06 19.96
O 17.48 -4.20 17.06
H 18.28 -4.47 16.64
H 16.75 -4.49 16.45
C 15.92 -4.67 14.42
C 16.65 -3.31 14.09
O 15.77 -2.40 14.72
O 16.79 -5.60 13.91
H 14.98 -4.78 13.98
H 15.71 -4.78 15.48
H 16.60 -3.06 13.03
H 17.68 -3.24 14.51
H 14.94 -2.51 14.23
H 16.94 -5.44 12.98
C 11.83 -9.57 14.84
C 12.94 -8.97 15.68
O 13.32 -7.75 15.12
O 11.53 -10.77 15.43
H 12.05 -9.50 13.77
H 10.94 -9.02 14.98
H 13.80 -9.65 15.79
H 12.61 -8.82 16.71
H 13.37 -7.10 15.79
H 10.99 -11.26 14.88
C 15.83 -10.83 18.20
C 15.11 -9.60 18.76
O 13.74 -9.76 18.83
O 17.24 -10.67 18.29
H 15.57 -10.94 17.21
H 15.54 -11.69 18.78
H 15.24 -8.76 18.16
H 15.41 -9.32 19.75
H 13.59 -10.43 18.15
H 17.42 -10.40 19.19
C 17.23 -3.77 21.16
C 15.95 -3.65 20.31
O 14.83 -3.84 21.13
O 18.25 -3.33 20.27
H 17.32 -4.67 21.66
H 17.20 -3.07 21.93
H 16.00 -4.52 19.64
H 15.97 -2.71 19.79
H 14.06 -3.65 20.57
H 19.07 -3.72 20.59
C 12.43 -4.29 15.63
C 12.12 -4.75 14.21
O 11.27 -5.81 14.16
O 13.03 -5.25 16.48
H 11.54 -3.91 16.13
H 13.14 -3.49 15.65
H 12.96 -5.01 13.59
H 11.77 -3.94 13.54
H 11.73 -6.56 14.43
H 13.72 -4.81 17.05
```

Gap between HOMO and LUMO: 0.3646 Ha
LUMO: 0.1 eV
Molar mass: 472.47 Da



# 2
Here is the molecule C5H8O from the OMol25 dataset. Energies are from wB97M-V/def2-TZVPD.

The geometry in XYZ format:
```
14
Properties=species:S:1:pos:R:3
C -1.07 -0.21 -1.31
C -0.35 -0.42 0.00
C -0.30 0.73 1.05
C 1.20 0.40 1.22
O 2.02 0.63 2.07
C 1.19 -0.44 -0.07
H -0.76 0.74 -1.77
H -0.86 -1.01 -2.02
H -2.16 -0.18 -1.15
H -0.70 -1.33 0.50
H -0.97 0.65 1.92
H -0.44 1.72 0.61
H 1.65 -1.43 -0.11
H 1.54 0.14 -0.94
```

Gap between HOMO and LUMO: 0.3888 Ha
SMILES: CC1CC(=O)C1
LUMO: 1.0 eV
Molar mass: 84.12 Da



# 3
Here is a cluster of 16 separate species, C43H123N23O21 in total from the OMol25 dataset. Energies are from wB97M-V/def2-TZVPD.

The geometry in XYZ format:
```
210
Properties=species:S:1:pos:R:3
C 1.53 1.29 -5.20
O 2.38 0.44 -5.26
N 0.72 1.53 -6.09
N 1.42 2.11 -4.17
H 0.68 0.81 -6.79
H 0.02 2.26 -6.11
H 2.09 2.10 -3.41
H 0.93 2.99 -4.20
C 2.85 -3.82 2.06
O 2.41 -4.91 1.58
N 3.88 -3.66 2.81
N 2.40 -2.60 1.86
H 4.49 -4.44 3.01
H 3.94 -2.74 3.23
H 2.83 -1.73 2.17
H 1.69 -2.62 1.14
C -2.88 2.18 3.87
O -2.10 1.22 3.88
N -3.75 2.34 2.90
N -2.94 3.27 4.62
H -3.83 1.55 2.28
H -4.35 3.15 2.85
H -2.22 3.37 5.32
H -3.61 4.00 4.42
C -0.49 -6.64 -0.47
O -0.95 -6.39 -1.61
N 0.66 -7.30 -0.25
N -1.01 -6.38 0.68
H 1.22 -7.27 -1.09
H 1.04 -7.05 0.66
H -1.81 -5.77 0.73
H -0.68 -6.93 1.46
C -2.35 0.84 -3.67
O -2.64 -0.32 -3.76
N -1.87 1.49 -2.59
N -2.31 1.78 -4.61
H -1.71 0.99 -1.73
H -1.66 2.47 -2.65
H -2.56 1.63 -5.58
H -2.07 2.73 -4.38
C -1.73 -4.47 4.66
O -2.47 -3.72 5.26
N -1.91 -5.78 4.61
N -0.82 -4.12 3.76
H -1.17 -6.35 4.21
H -2.57 -6.20 5.24
H -0.85 -3.12 3.63
H -0.12 -4.76 3.42
C 0.39 -1.08 4.86
O 1.35 -1.80 5.11
N 0.51 0.18 4.60
N -0.82 -1.43 4.71
H 1.44 0.58 4.60
H -0.33 0.62 4.27
H -1.17 -2.28 5.10
H -1.45 -0.65 4.83
C -3.95 5.39 2.02
O -3.81 5.52 3.24
N -5.04 5.43 1.33
N -3.00 5.04 1.29
H -5.93 5.56 1.81
H -5.02 5.21 0.35
H -3.13 4.95 0.30
H -2.09 5.22 1.70
C 4.53 -1.05 -2.34
O 5.43 -0.22 -2.38
N 3.58 -1.16 -3.28
N 4.25 -1.74 -1.23
H 3.50 -0.46 -4.00
H 2.87 -1.80 -2.95
H 4.94 -1.80 -0.49
H 3.42 -2.30 -1.21
C -3.55 -4.60 -2.19
C -5.01 -4.32 -2.61
O -5.57 -5.55 -2.78
H -3.79 -5.12 -1.27
H -3.07 -3.63 -2.04
H -3.03 -5.23 -2.91
H -5.18 -3.72 -3.50
H -5.64 -3.75 -1.93
H -5.83 -5.57 -3.71
C 3.02 3.93 -1.33
C 3.08 5.11 -2.30
O 2.22 4.81 -3.31
H 3.55 3.12 -1.84
H 2.04 3.57 -1.01
H 3.53 4.16 -0.40
H 4.11 5.07 -2.63
H 2.79 5.97 -1.71
H 2.64 5.15 -4.11
C -0.69 12.17 1.55
O -0.19 10.87 1.93
C 1.13 10.60 1.30
C 1.85 9.30 1.74
N 0.91 8.25 1.28
C 1.46 6.98 1.56
C 0.47 5.83 1.63
O -0.44 6.12 2.66
C -0.25 5.22 3.78
H -0.90 12.33 0.49
H -0.01 12.99 1.80
H -1.62 12.24 2.11
H 1.65 11.50 1.63
H 0.99 10.82 0.24
H 1.91 9.40 2.82
H 2.79 9.26 1.19
H 0.09 8.14 1.85
H 2.16 7.07 2.39
H 2.15 6.80 0.74
H 1.12 5.00 1.92
H 0.01 5.61 0.67
H 0.62 5.56 4.34
H -0.28 4.19 3.43
H -1.06 5.25 4.51
C -0.46 2.40 0.46
O -0.64 1.04 0.03
C -0.94 0.16 1.15
C -1.27 -1.27 0.57
N -0.10 -1.99 -0.01
C -0.22 -3.29 -0.62
C 1.13 -3.58 -1.42
O 1.43 -2.54 -2.27
C 0.59 -2.65 -3.45
H 0.39 2.42 1.14
H -1.35 2.66 1.03
H -0.32 3.10 -0.36
H -1.89 0.38 1.64
H -0.15 0.27 1.89
H -2.00 -1.25 -0.24
H -1.64 -1.83 1.43
H 0.32 -1.41 -0.72
H -1.04 -3.34 -1.34
H -0.54 -4.00 0.15
H 1.11 -4.55 -1.93
H 1.92 -3.58 -0.67
H 1.05 -1.94 -4.14
H -0.46 -2.40 -3.34
H 0.53 -3.68 -3.80
C 2.65 0.64 0.05
O 2.95 1.67 0.96
C 2.73 1.29 2.33
C 3.27 2.36 3.28
N 2.91 1.94 4.65
C 3.18 3.07 5.59
C 2.77 2.71 7.03
O 3.65 1.66 7.56
C 3.27 0.97 8.65
H 3.08 -0.36 0.10
H 3.06 0.89 -0.93
H 1.60 0.36 -0.03
H 3.05 0.26 2.51
H 1.66 1.21 2.49
H 2.69 3.27 3.12
H 4.32 2.60 3.09
H 3.55 1.17 4.78
H 2.64 3.98 5.34
H 4.26 3.17 5.59
H 1.75 2.32 7.06
H 2.83 3.60 7.66
H 2.28 0.53 8.59
H 3.31 1.52 9.59
H 3.98 0.18 8.89
C 4.38 -10.58 -8.67
O 4.80 -10.00 -7.40
C 3.77 -9.73 -6.46
C 4.46 -9.08 -5.22
N 4.32 -7.66 -5.17
C 2.89 -7.27 -5.06
C 2.15 -7.73 -3.78
O 2.54 -6.91 -2.63
C 3.70 -7.40 -1.79
H 4.08 -9.91 -9.48
H 3.44 -11.14 -8.60
H 5.19 -11.14 -9.14
H 3.30 -10.67 -6.19
H 2.95 -9.13 -6.86
H 5.52 -9.32 -5.37
H 4.03 -9.52 -4.33
H 4.53 -7.27 -6.08
H 2.35 -7.39 -6.00
H 2.91 -6.19 -4.95
H 2.19 -8.82 -3.71
H 1.12 -7.39 -3.88
H 3.27 -8.27 -1.29
H 4.04 -6.63 -1.10
H 4.65 -7.59 -2.30
C -7.19 4.80 -2.20
O -6.07 4.29 -1.51
C -5.04 3.54 -2.18
C -5.59 2.14 -2.58
N -6.11 1.34 -1.46
C -4.98 1.05 -0.56
C -5.46 0.26 0.70
O -4.15 -0.11 1.32
C -4.18 -1.24 2.13
H -7.34 4.31 -3.16
H -7.11 5.85 -2.46
H -8.16 4.80 -1.69
H -4.02 3.54 -1.79
H -4.92 4.02 -3.16
H -4.91 1.57 -3.22
H -6.45 2.23 -3.24
H -6.67 1.91 -0.84
H -4.47 1.95 -0.20
H -4.29 0.51 -1.19
H -5.86 -0.70 0.41
H -6.22 0.84 1.24
H -4.98 -1.08 2.86
H -3.25 -1.39 2.67
H -4.35 -2.14 1.55
```

Multiplicity: 2
Gap between HOMO and LUMO (alpha / beta): 0.2988 / 0.1287 Ha
Charge: +1
LUMO (alpha / beta): -2.2 / -6.8 eV
Molar mass: 1298.60 Da



# 4
Here is a cluster of 2 separate species, CH3NO3 in total from the OMol25 dataset. Energies are from wB97M-V/def2-TZVPD.

The geometry in XYZ format:
```
8
Properties=species:S:1:pos:R:3
C -0.57 -0.12 -1.57
N 0.08 -0.03 -0.51
O 1.17 -0.25 -0.05
O 0.58 -0.07 1.96
O -0.69 0.26 1.74
H -1.60 0.03 -1.56
H 0.07 -0.42 -2.49
H 0.95 0.59 2.49
```

Gap between HOMO and LUMO (alpha / beta): 0.3525 / 0.3172 Ha
LUMO (alpha / beta): -0.3 / -0.5 eV
Molar mass: 77.04 Da



# 5
Here is a cluster of 2 separate species, C8H14N2O2 in total from the OMol25 dataset. Energies are from wB97M-V/def2-TZVPD.

The geometry in XYZ format:
```
26
Properties=species:S:1:pos:R:3
C 2.45 0.58 2.44
C 2.29 -0.42 1.33
C 1.23 -1.40 1.49
C 0.28 -2.16 1.64
C -3.20 -0.13 -0.35
C -1.71 -0.28 -0.30
C -0.61 -0.51 -2.06
C -0.88 0.70 -1.13
H 3.16 0.21 3.20
H 1.50 0.77 2.94
H 2.82 1.52 2.04
H 4.70 0.29 -0.12
H -0.50 -2.89 1.69
H -3.71 -0.82 0.32
H -3.44 0.89 -0.04
H -3.60 -0.27 -1.36
H -1.35 -0.38 0.73
H -1.18 -0.42 -3.02
H 0.44 -0.83 -2.26
H 0.05 0.92 -0.60
H -0.79 2.32 -2.35
H -2.27 1.70 -2.23
N 3.16 -0.54 0.42
N -1.44 1.93 -1.66
O 3.93 0.61 0.35
O -1.30 -1.39 -1.11
```

Gap between HOMO and LUMO: 0.3677 Ha
SMILES: C[C@H]1OC[C@H]1N.C#C/C(C)=N/O
LUMO: 0.7 eV
Molar mass: 170.21 Da



# 6
Here is the molecule C24H28N6O2S from the OMol25 dataset. Energies are from wB97M-V/def2-TZVPD.

The geometry in XYZ format:
```
61
Properties=species:S:1:pos:R:3
C -3.43 -2.28 -0.62
H -3.54 -1.21 -0.79
H -4.37 -2.77 -0.87
H -2.65 -2.65 -1.29
C -3.07 -2.56 0.83
N -1.78 -2.00 1.16
C -0.57 -2.50 0.81
N 0.40 -1.70 1.20
N -0.18 -0.65 1.81
C -1.47 -0.82 1.79
C -2.45 0.13 2.38
N -3.22 0.82 1.36
C -4.53 0.56 1.15
O -5.15 -0.25 1.82
C -5.17 1.34 0.05
C -6.52 1.65 0.17
C -7.17 2.36 -0.82
C -6.47 2.77 -1.95
C -5.13 2.45 -2.08
C -4.47 1.74 -1.09
H -3.43 1.48 -1.22
H -4.59 2.75 -2.97
H -6.97 3.32 -2.72
H -8.21 2.60 -0.72
H -7.05 1.31 1.05
H -2.74 1.50 0.80
H -3.18 -0.41 3.00
H -1.90 0.85 2.99
S -0.36 -3.99 -0.05
C 1.38 -3.73 -0.50
H 1.97 -3.81 0.41
H 1.63 -4.54 -1.19
C 1.47 -2.39 -1.22
O 0.67 -2.14 -2.11
N 2.44 -1.53 -0.87
C 3.39 -1.63 0.21
H 3.05 -0.99 1.04
C 4.78 -1.19 -0.29
N 4.77 0.14 -0.86
C 4.99 1.26 -0.06
C 5.21 2.50 -0.67
C 5.49 3.62 0.08
C 5.57 3.54 1.46
C 5.37 2.32 2.07
C 5.08 1.19 1.33
H 4.92 0.26 1.85
H 5.43 2.24 3.15
H 5.79 4.42 2.04
H 5.65 4.56 -0.42
H 5.18 2.58 -1.75
C 3.81 0.20 -1.94
H 4.13 -0.49 -2.73
C 2.41 -0.20 -1.44
H 2.09 0.51 -0.67
H 1.69 -0.20 -2.26
H 3.76 1.21 -2.36
H 5.09 -1.88 -1.09
H 5.51 -1.25 0.51
H 3.47 -2.66 0.58
H -3.01 -3.64 1.00
H -3.82 -2.13 1.50
```

Gap between HOMO and LUMO: 0.3041 Ha
SMILES: CCn1c(CNC(=O)c2ccccc2)nnc1SCC(=O)N1CCN(c2ccccc2)CC1
LUMO: 0.6 eV
Molar mass: 464.59 Da



# 7
Here is the ion C6H15N2 with charge +1 from the OMol25 dataset. Energies are from wB97M-V/def2-TZVPD.

The geometry in XYZ format:
```
23
Properties=species:S:1:pos:R:3
C 0.58 -0.10 0.29
C -0.64 0.20 1.05
C -0.72 1.36 2.05
C -1.90 -0.12 0.27
C 1.86 -1.14 -1.47
C 0.24 0.67 -1.97
N 0.71 -0.44 -1.05
N 0.10 -1.15 1.30
H 1.45 0.32 0.76
H -1.30 1.15 2.90
H -1.13 2.30 1.46
H 0.23 1.61 2.38
H -1.46 -0.50 -0.75
H -2.52 0.78 0.25
H -2.38 -0.97 0.74
H 1.65 -1.48 -2.60
H 2.83 -0.56 -1.38
H 1.89 -2.07 -0.77
H -0.49 0.21 -2.58
H -0.30 1.53 -1.49
H 1.02 1.06 -2.56
H -0.46 -1.87 1.00
H 0.70 -1.09 2.09
```

Gap between HOMO and LUMO: 0.3765 Ha
SMILES: CN(C)[C@@H]1[NH2+]C1(C)C
Charge: +1
LUMO: -2.9 eV
Molar mass: 115.20 Da



# 8
Here is the ion C22H24F3N2 with charge +1 from the OMol25 dataset. Energies are from wB97M-V/def2-TZVPD.

The geometry in XYZ format:
```
51
Properties=species:S:1:pos:R:3
C 2.22 -1.86 1.33
C 1.91 -0.45 1.03
N 2.86 0.51 1.22
C 4.21 0.25 1.69
C 2.35 1.76 0.88
C 1.02 1.56 0.41
C 0.24 2.70 0.17
C 0.76 3.96 0.51
C 2.06 4.12 1.02
C 2.89 3.01 1.18
C 0.75 0.14 0.49
C -0.52 -0.56 0.10
C -1.78 0.23 0.58
C -1.69 0.91 1.80
C -2.77 1.66 2.29
C -4.02 1.59 1.67
C -4.15 0.83 0.50
C -3.03 0.22 -0.07
H 1.30 -2.45 1.39
H 2.88 -2.32 0.57
H 2.72 -1.95 2.31
H 4.73 1.21 1.83
H 4.20 -0.28 2.65
H 4.77 -0.35 0.97
H -0.77 2.60 -0.22
H 0.13 4.85 0.40
H 2.42 5.11 1.29
H 3.93 3.10 1.52
H -0.56 -1.54 0.61
H -0.76 0.91 2.36
H -2.63 2.28 3.18
H -4.89 2.08 2.11
H -5.13 0.70 0.02
H -3.19 -0.25 -1.04
C 0.45 -3.10 -1.82
C 0.78 -1.61 -1.81
N -0.50 -0.90 -1.32
C -1.64 -1.83 -1.76
C -2.15 -1.28 -3.08
F -3.17 -2.01 -3.61
F -2.58 0.02 -2.98
F -1.14 -1.25 -4.01
C -1.06 -3.23 -1.95
H 0.96 -3.61 -2.64
H 0.80 -3.57 -0.88
H 1.63 -1.37 -1.16
H 1.00 -1.20 -2.81
H -0.60 0.00 -1.82
H -2.42 -1.86 -1.00
H -1.36 -3.64 -2.92
H -1.49 -3.87 -1.16
```

Gap between HOMO and LUMO: 0.3127 Ha
SMILES: Cc1c([C@@H](c2ccccc2)[N@H+]2CCC[C@@H]2C(F)(F)F)c2ccccc2n1C
Charge: +1
LUMO: -2.3 eV
Molar mass: 373.44 Da